Entry 1:
# C15H19N3O5

A structure of composition C15H19N3O5 (ωB97M-V/def2-TZVPD, the OMol25 dataset).

Values from the calculation:
Multiplicity ... 1
Charge ... 0

Geometry as XYZ:
```
42
C15H19N3O5, DFT ωB97M-V/def2-TZVPD
C 1.489 -1.390 -2.152
C 0.985 -1.774 -0.881
C 2.071 -2.140 0.041
C 1.793 -2.625 1.475
C 1.164 -1.570 1.981
O 1.716 -0.485 2.624
N -0.102 -1.576 2.289
N -1.231 -0.682 2.303
C -2.457 -0.862 1.810
O -2.747 -1.829 1.386
C -3.451 0.450 1.865
C -3.128 0.901 0.365
O -3.664 0.827 -0.765
N -1.928 1.742 0.324
C -1.048 1.853 -0.900
C -1.447 2.113 -1.997
C -0.520 2.362 -3.222
C 0.781 2.427 -2.903
C 1.062 2.272 -1.749
C 0.358 2.088 -0.485
C 0.921 1.677 0.706
O 0.267 1.859 1.989
O 2.105 1.434 0.834
H 2.422 1.121 1.811
H 2.054 2.128 -1.592
H 1.314 2.623 -3.839
H -0.905 2.406 -4.249
H -2.761 1.979 -2.247
H -1.255 1.844 1.264
H -2.993 1.291 2.509
H -4.455 0.156 1.816
H -0.730 0.197 2.489
H -0.810 -2.392 1.757
H 1.278 -3.562 1.452
H 2.751 -2.876 2.129
H 2.591 -2.996 -0.249
H 2.811 -1.463 0.068
H 0.399 -2.546 -0.659
H 0.437 -1.046 -0.308
H 2.086 -0.640 -1.939
H 2.108 -2.131 -2.625
H 0.669 -1.161 -2.522
```



Entry 2:
# C15H19N3OS

An isolated molecule of C15H19N3OS (ωB97M-V/def2-TZVPD, the OMol25 dataset).

Values from the calculation:
Multiplicity ... 1
Charge ... 0

Geometry as XYZ:
```
39
C15H19N3OS, DFT ωB97M-V/def2-TZVPD
C 2.210 -1.572 -3.747
N 0.897 -2.056 -3.339
C 0.273 -2.917 -4.343
C 0.255 -1.593 -2.171
C -0.641 -0.505 -2.229
C -1.216 -0.015 -1.069
C -0.874 -0.507 0.183
C -1.420 0.279 1.384
C -2.873 0.291 1.433
C -3.584 0.602 2.637
N -4.052 0.915 3.674
C -3.731 0.041 0.329
N -4.428 -0.040 -0.621
C -0.130 -1.708 0.238
C 0.453 -2.233 -0.916
H 2.597 -0.927 -2.941
H 2.883 -2.440 -3.913
H 2.134 -1.002 -4.700
H -0.710 -3.258 -3.979
H 0.157 -2.380 -5.310
H 0.932 -3.792 -4.532
H -0.837 -0.030 -3.192
H -1.822 0.885 -1.128
H -0.954 -0.090 2.353
H 0.111 -2.191 1.195
H 1.118 -3.118 -0.916
C 1.609 3.697 2.951
S 1.005 2.163 2.175
C 1.570 1.004 3.360
C -0.688 1.761 1.984
O 1.723 2.035 0.909
H 1.131 3.815 3.919
H 2.701 3.623 3.103
H 1.382 4.577 2.344
H 1.099 1.237 4.308
H 1.267 0.019 3.032
H 2.652 1.062 3.453
H -1.146 2.013 2.979
H -1.054 2.355 1.106
```



Entry 3:
# C15H19N3OS2

An isolated molecule of C15H19N3OS2 (ωB97M-V/def2-TZVPD, the OMol25 dataset).

Values from the calculation:
Structure (SMILES) ... CCCCc1nnc(NC(=O)CCSc2ccccc2)s1
Multiplicity ... 1
Charge ... 0

Geometry as XYZ:
```
40
C15H19N3OS2, DFT ωB97M-V/def2-TZVPD
C 0.439 5.488 -0.714
C 1.345 4.568 -1.523
C 1.046 3.098 -1.238
C 1.944 2.173 -2.058
C 1.671 0.747 -1.771
N 0.891 0.308 -0.860
N 0.807 -1.015 -0.777
C 1.527 -1.640 -1.643
N 1.633 -2.986 -1.799
C 0.924 -4.028 -1.216
O 1.187 -5.152 -1.566
C -0.101 -3.685 -0.171
C 0.585 -3.461 1.178
S -0.584 -3.585 2.571
C -1.640 -2.165 2.442
C -1.337 -1.035 1.699
C -2.222 0.030 1.688
C -3.396 -0.017 2.419
C -3.689 -1.145 3.170
C -2.819 -2.217 3.181
S 2.438 -0.553 -2.698
H 0.667 6.530 -0.924
H 0.574 5.314 0.351
H -0.605 5.308 -0.959
H 2.388 4.780 -1.279
H 1.206 4.767 -2.588
H 1.192 2.888 -0.178
H 0.003 2.881 -1.473
H 2.996 2.380 -1.837
H 1.799 2.354 -3.127
H 2.300 -3.299 -2.495
H -0.775 -4.540 -0.087
H -0.663 -2.795 -0.453
H 1.095 -2.501 1.217
H 1.299 -4.260 1.378
H -0.430 -0.964 1.125
H -1.978 0.903 1.101
H -4.079 0.819 2.407
H -4.601 -1.192 3.746
H -3.039 -3.101 3.760
```



Energy relative to the best compared isomer or geometry (same formula, charge and spin) / kJ/mol: 1489.3; 803.6; 0.0
Calculated total energy / Ha: -1122.96775; -1220.43071; -1618.87545
Kohn-Sham gap / eV: 7.91; 6.34; 8.30